[1]
Molecular formula: C42H31ClFHgN3O4PS2
Method: DFT, wB97M-V/def2-TZVPD

CARTESIAN COORDINATES (ANGSTROEM)
Hg -1.155 -0.034 -1.474
Cl -8.117 1.995 -0.715
C -6.502 1.619 -1.330
C -5.769 2.605 -1.992
C -4.520 2.307 -2.484
C -3.930 1.019 -2.345
O -2.787 0.762 -2.872
C -4.697 0.038 -1.628
C -4.210 -1.314 -1.383
N -3.039 -1.728 -1.680
C -2.680 -3.062 -1.572
C -3.572 -4.126 -1.830
C -3.137 -5.436 -1.761
C -1.818 -5.732 -1.404
C -0.890 -4.696 -1.142
C 0.452 -4.924 -0.754
C 1.285 -3.834 -0.460
C 0.799 -2.557 -0.604
N -0.465 -2.293 -1.020
C -1.319 -3.330 -1.256
C -5.970 0.366 -1.145
H -6.192 3.594 -2.115
H -3.924 3.059 -2.987
H -4.916 -2.000 -0.895
H -4.590 -3.903 -2.127
H -3.829 -6.239 -1.993
H -1.486 -6.763 -1.322
H 0.807 -5.946 -0.665
H 2.308 -3.970 -0.125
H 1.430 -1.700 -0.386
H -6.540 -0.388 -0.610
C 1.375 3.327 4.878
C -0.139 3.517 4.799
C -0.841 3.297 6.131
C -0.657 1.858 6.598
C -1.036 0.895 5.498
C -1.394 -0.399 5.790
C -1.775 -1.262 4.771
F -2.133 -2.521 5.109
C -1.810 -0.875 3.464
C -1.447 0.430 3.142
C -1.472 0.840 1.712
O -1.821 0.006 0.890
C -1.096 2.210 1.449
C -0.745 2.990 2.499
N -0.715 2.609 3.802
C -1.061 1.313 4.152
C -1.034 2.914 0.080
O -1.069 4.154 0.125
O -0.898 2.191 -0.946
H 1.808 3.952 5.664
H 1.833 3.596 3.925
H 1.625 2.283 5.076
H -0.347 4.527 4.455
H -1.907 3.494 5.993
H -0.461 4.005 6.868
H -1.273 1.663 7.475
H 0.381 1.696 6.901
H -1.377 -0.754 6.815
H -2.108 -1.548 2.668
H -0.472 4.018 2.294
S 3.208 0.107 -0.004
P 2.964 0.168 -1.964
S 1.177 0.403 -2.837
C 3.800 -1.296 -2.716
C 5.162 -1.485 -2.478
C 5.822 -2.588 -3.000
C 5.121 -3.524 -3.755
C 3.766 -3.345 -3.990
C 3.106 -2.229 -3.476
C 4.007 1.515 -2.678
C 4.079 1.662 -4.066
C 4.810 2.697 -4.628
C 5.476 3.604 -3.808
C 5.413 3.458 -2.430
C 4.681 2.415 -1.868
H 5.697 -0.764 -1.871
H 6.882 -2.722 -2.819
H 5.632 -4.396 -4.152
H 3.212 -4.074 -4.570
H 2.050 -2.071 -3.661
H 3.537 0.965 -4.696
H 4.855 2.804 -5.706
H 6.029 4.428 -4.246
H 5.933 4.162 -1.789
H 4.619 2.292 -0.793

As for the HOMO-LUMO gap (spin up / spin down): 3.18 / 5.64 eV. The calculation puts the relative energy (zero: lowest compared OMol25 entry of this formula, charge and spin) at 0.0 kcal per mole. The charge is -2. As for the largest force on an atom: 0.798 eV/A. Its expectation value of S² is 0.777. Its spin multiplicity is 2.

***

[2]
Molecular formula: CHAsBr2F6O3Pt
Method: DFT, wB97M-V/def2-TZVPD

CARTESIAN COORDINATES (ANGSTROEM)
Pt 26.117 17.650 11.275
As 24.129 20.195 9.337
F 24.714 19.933 7.694
F 25.308 21.516 9.580
F 23.453 20.489 10.985
F 23.012 18.787 9.280
F 25.350 19.002 9.975
F 22.924 21.294 8.687
O 29.882 17.137 10.270
C 28.647 17.280 10.568
O 27.891 18.021 9.968
O 28.167 16.731 11.530
H 30.225 16.739 11.074
Br 24.333 15.838 10.679
Br 25.511 19.167 13.395

As for the HOMO-LUMO gap (spin up / spin down): 6.78 / 6.52 eV. The calculation puts the relative energy (zero: lowest compared OMol25 entry of this formula, charge and spin) at 44.3 kcal per mole. The charge is -2. As for the largest force on an atom: 6.298 eV/A. Its expectation value of S² is 2.005. Its spin multiplicity is 3.

***

[3]
Molecular formula: C2H25O13
Method: DFT, wB97M-V/def2-TZVPD

CARTESIAN COORDINATES (ANGSTROEM)
C -0.138 1.132 0.327
C -0.063 -0.212 -0.344
O -1.058 -1.001 -0.359
O 1.018 -0.601 -0.872
H 0.451 1.183 1.245
H -1.175 1.316 0.607
H 0.296 1.933 -0.269
O -2.413 -0.817 -2.913
H -2.476 0.131 -3.064
H -1.877 -0.901 -2.097
O 0.087 -2.987 -2.516
H 0.639 -2.481 -3.136
H -0.148 -2.335 -1.833
O -1.847 -3.773 0.409
H -1.649 -2.828 0.497
H -1.916 -3.908 -0.544
O 2.239 3.484 2.599
H 1.580 3.740 1.943
H 3.079 3.739 2.205
O -3.409 1.497 3.421
H -2.500 1.471 3.753
H -3.381 0.971 2.584
O -3.334 -0.194 1.301
H -2.474 -0.377 0.874
H -3.988 -0.552 0.693
O 1.883 -0.784 -3.649
H 2.763 -0.526 -3.944
H 1.803 -0.414 -2.750
O 1.085 4.040 -1.358
H 0.223 4.359 -1.069
H 0.887 3.399 -2.051
O 1.639 -3.420 0.613
H 0.947 -4.081 0.491
H 1.334 -2.659 0.096
O 4.198 -0.684 -0.660
H 4.856 -0.931 -1.318
H 3.345 -0.797 -1.106
O -0.514 1.457 4.154
H 0.250 1.041 3.737
H -0.242 2.370 4.304

As for the HOMO-LUMO gap: 8.88 eV. The calculation puts the relative energy (zero: lowest compared OMol25 entry of this formula, charge and spin) at 16.3 kcal per mole. The charge is -1. As for the largest force on an atom: 2.522 eV/A.